DFT (the ωB97M-V functional and the def2-TZVPD basis) results for C20H20NO3P in the gas phase.

For the gap between HOMO and LUMO, the calculation gives 9.19 eV. The total charge is 0. The energy above the lowest of the compared OMol25 structures with the same formula, charge and spin is 7.7 kJ/mol. The value obtained for the HOMO energy is -8.439 eV. The value obtained for the LUMO energy is 0.75 eV. The molar mass is 353.4 g/mol. As for the SMILES: Cc1cccc(NP(=O)(Oc2ccccc2)Oc2ccccc2)c1C. The electronic energy is -37989.33201 eV.

Each line ends with the Löwdin charge.
Cartesian coordinates (Å):
C1 -4.88281 -0.63914 2.02395  -0.049
C2 -3.57295 -1.24507 1.60939  -0.235
C3 -3.09047 -2.34862 2.30138  -0.056
C4 -1.88706 -2.93668 1.95921  -0.071
C5 -1.14735 -2.42732 0.91085  -0.043
C6 -1.61058 -1.31681 0.21908  -0.277
N1 -0.82247 -0.82195 -0.83961  0.016
P1 0.75292 -0.34348 -0.57745  0.501
O1 1.61497 -1.20145 0.22568  -0.204
O2 1.16564 -0.11358 -2.10024  -0.091
C7 2.47918 0.01697 -2.49918  -0.285
C8 3.45350 0.53876 -1.66564  -0.023
C9 4.75035 0.67278 -2.13129  -0.071
C10 5.07199 0.29577 -3.42368  -0.096
C11 4.09122 -0.22024 -4.25456  -0.083
C12 2.79406 -0.36438 -3.79679  -0.010
O3 0.66824 1.21364 -0.08323  -0.102
C13 -0.02123 1.57634 1.05002  -0.303
C14 -0.21495 0.70632 2.11153  -0.025
C15 -0.96059 1.11653 3.20268  -0.064
C16 -1.50106 2.39022 3.24367  -0.093
C17 -1.28430 3.26389 2.19106  -0.083
C18 -0.54947 2.86154 1.09063  -0.022
C19 -2.82666 -0.71279 0.55644  -0.177
C20 -3.28369 0.49769 -0.21001  -0.020
H1 -4.73990 0.38153 2.37831  0.082
H2 -5.32586 -1.21847 2.82980  0.074
H3 -5.58519 -0.61910 1.19205  0.085
H4 -3.66885 -2.75251 3.11950  0.105
H5 -1.52771 -3.79564 2.50507  0.104
H6 -0.20575 -2.86308 0.62095  0.106
H7 -1.31146 -0.20423 -1.47212  0.107
H8 3.18430 0.83042 -0.66221  0.106
H9 5.51029 1.07506 -1.47861  0.106
H10 6.08425 0.40243 -3.78301  0.100
H11 4.33605 -0.51689 -5.26338  0.104
H12 2.01913 -0.77012 -4.42828  0.117
H13 0.21908 -0.27997 2.07374  0.104
H14 -1.11997 0.43053 4.02036  0.110
H15 -2.08588 2.70400 4.09498  0.100
H16 -1.69637 4.26155 2.21941  0.104
H17 -0.38043 3.52556 0.25658  0.119
H18 -3.56538 0.22563 -1.22895  0.092
H19 -4.14169 0.96307 0.26165  0.070
H20 -2.48781 1.24268 -0.25626  0.072